P) Computed, not measured: a single C2H4OS2 molecule, with ωB97M-V/def2-TZVPD.

Its HOMO energy (spin up / spin down) is -0.272 / -0.309 hartree.

The geometry in XYZ format:
```
9
C2H4OS2 (ωB97M-V/def2-TZVPD)
C -0.25 -0.27 0.03
S 4.18 0.51 0.16
O 5.34 -0.31 -0.35
H -0.46 -0.02 1.19
C 1.09 0.33 -0.18
H -0.06 -1.38 -0.20
H 1.34 1.48 -0.20
H -1.07 0.27 -0.44
S 2.45 -0.64 -0.14
```

Q) Computed, not measured: a single C2H4OS2 molecule, with ωB97M-V/def2-TZVPD.

Its HOMO energy is -0.333 hartree. The SMILES is OC(=S)CS.

The geometry in XYZ format:
```
9
C2H4OS2 (ωB97M-V/def2-TZVPD)
S -2.57 -0.26 -0.35
H 0.50 1.89 0.63
H 1.18 -0.03 -1.53
O -0.33 1.62 -0.13
H -0.09 -1.68 -0.06
C -0.93 0.32 0.08
H 0.23 -0.93 1.39
S 1.87 -0.19 -0.36
C 0.14 -0.75 0.33
```

R) Computed, not measured: a molecular structure, C2H4OS2, with ωB97M-V/def2-TZVPD.

Its HOMO energy is -0.325 hartree.

The geometry in XYZ format:
```
9
C2H4OS2 (ωB97M-V/def2-TZVPD)
H -1.35 -0.43 -1.50
S -1.12 0.25 1.01
H 1.24 0.27 0.92
O 0.29 -1.54 -0.50
S 0.50 1.12 -1.11
C 0.46 1.03 0.74
C -0.49 -0.41 -0.86
H -0.17 -2.20 -0.07
H 0.64 1.90 1.37
```

Energy ordering: R) at the bottom, the next structure 69.6 kJ/mol above.

P) Computed, not measured: a single C2H6N2 molecule, with ωB97M-V/def2-TZVPD.

Its HOMO energy is -0.331 hartree. The SMILES is [H]/N=C\NC.

The geometry in XYZ format:
```
10
C2H6N2 (ωB97M-V/def2-TZVPD)
H 1.13 -0.46 1.54
C -0.44 -0.22 -1.44
H 1.28 -1.07 -0.72
H -1.38 -0.63 -0.99
H -0.57 0.82 -1.72
C 0.42 -0.04 0.87
H -1.19 1.12 0.75
H -0.10 -0.74 -2.30
N 0.61 -0.38 -0.42
N -0.47 0.74 1.41
```

Q) Computed, not measured: a single C2H6N2 molecule, with ωB97M-V/def2-TZVPD.

Its HOMO energy is -0.335 hartree. The SMILES is [H]/N=C\NC.

The geometry in XYZ format:
```
10
C2H6N2 (ωB97M-V/def2-TZVPD)
C -0.79 -0.70 -0.53
C 0.83 0.76 0.67
H -0.06 -1.12 -1.28
H 1.11 1.01 1.73
N -0.21 -0.13 0.66
H -0.40 -0.59 1.54
H -1.45 0.02 -1.11
H 1.02 0.92 -1.17
H -1.47 -1.51 -0.21
N 1.41 1.33 -0.31
```

R) Computed, not measured: a single C2H6N2 molecule, with ωB97M-V/def2-TZVPD.

Its HOMO energy is -0.294 hartree. The SMILES is [H]/N=C/NC.

The geometry in XYZ format:
```
10
C2H6N2 (ωB97M-V/def2-TZVPD)
N -1.30 0.07 1.31
H -1.20 0.84 1.98
H 1.36 -0.65 -1.92
H 0.76 -0.61 1.25
H 1.00 1.08 -1.96
N -0.06 -0.15 -0.58
C 1.18 0.24 -1.28
C -0.16 -0.25 0.81
H -0.95 0.04 -1.02
H 1.91 0.32 -0.49
```

S) Computed, not measured: a single C2H6N2 molecule, with ωB97M-V/def2-TZVPD.

Its HOMO energy is -0.340 hartree. The SMILES is [H]/N=C(/C)N.

The geometry in XYZ format:
```
10
C2H6N2 (ωB97M-V/def2-TZVPD)
H 1.52 -1.10 0.34
C -0.23 0.35 -0.15
N -0.60 1.53 -0.09
C 1.13 -0.04 0.61
H -1.56 1.52 -0.49
H 0.86 0.07 1.75
H -0.55 -1.64 -0.41
N -0.82 -0.67 -0.70
H 1.96 0.63 0.45
H -1.70 -0.64 -1.32
```

Energy ordering: Q) at the bottom, the next structure 9.7 kJ/mol above.

P) Computed, not measured: a single C2H6N2 molecule, with ωB97M-V/def2-TZVPD.

Its HOMO energy is -0.305 hartree. The SMILES is C=NNC.

The geometry in XYZ format:
```
10
C2H6N2 (ωB97M-V/def2-TZVPD)
N -0.34 0.31 0.44
C 0.43 -1.78 -0.24
C -0.25 1.75 0.05
H -1.31 2.31 0.42
H -0.13 1.81 -1.18
H 0.05 -2.38 0.59
N 0.27 -0.52 -0.40
H 0.67 2.31 0.67
H -0.76 0.04 1.37
H 0.83 -2.43 -1.01
```

Q) Computed, not measured: a molecular structure, C2H6N2, with ωB97M-V/def2-TZVPD.

Its HOMO energy is -0.344 hartree.

The geometry in XYZ format:
```
10
C2H6N2 (ωB97M-V/def2-TZVPD)
H -1.72 1.66 0.55
C -1.13 0.71 0.51
H -1.18 0.20 1.46
N 0.29 -1.41 -0.13
C 0.82 -0.13 -0.37
H 0.61 -0.70 0.76
H 1.72 -0.12 -0.99
N 0.18 1.02 -0.18
H -1.46 -0.01 -0.26
H 1.01 -2.13 -0.31
```

Energy ordering: P) at the bottom, the next structure 58.8 kJ/mol above.

P) Computed, not measured: a molecular structure, C2H6N2, with ωB97M-V/def2-TZVPD.

Its HOMO energy is -0.303 hartree.

The geometry in XYZ format:
```
10
C2H6N2 (ωB97M-V/def2-TZVPD)
H 2.04 1.15 0.20
N 0.80 -0.59 0.03
H 2.85 -0.75 -0.09
H -2.27 0.30 -1.04
N -0.22 0.27 0.02
C -1.59 -0.19 0.04
H -1.42 -1.54 -0.14
H 0.09 1.24 -0.20
C 1.95 -0.01 0.02
H -2.24 0.11 1.15
```

Q) Computed, not measured: a single C2H6N2 molecule, with ωB97M-V/def2-TZVPD.

Its HOMO energy is -0.285 hartree. The SMILES is N/C=C/N.

The geometry in XYZ format:
```
10
C2H6N2 (ωB97M-V/def2-TZVPD)
H 1.94 -0.56 0.25
H 0.59 -0.42 -1.27
N 1.56 -0.03 1.06
H 1.18 -0.77 1.71
H -0.32 1.16 1.02
H -2.24 -0.46 -0.21
H -1.67 -0.83 -1.62
C -0.22 -0.03 -0.60
C 0.37 0.50 0.50
N -1.61 -0.10 -0.96
```

R) Computed, not measured: 2 unconnected molecules or ions with the total composition C2H6N2, with ωB97M-V/def2-TZVPD.

Its HOMO energy is -0.362 hartree. The SMILES is C=N.C=N.

The geometry in XYZ format:
```
10
C2H6N2 (ωB97M-V/def2-TZVPD)
C 0.08 -2.58 0.83
H 0.63 1.39 -1.76
H 0.77 3.31 -1.47
N -0.16 1.87 -0.07
N -1.14 -2.30 1.01
H -1.28 -1.30 0.85
H 0.31 -3.64 0.67
H 0.78 -1.77 0.70
H -0.46 2.77 0.36
C 0.48 2.25 -1.12
```

S) Computed, not measured: a molecular structure, C2H6N2, with ωB97M-V/def2-TZVPD.

Its HOMO energy is -0.314 hartree.

The geometry in XYZ format:
```
10
C2H6N2 (ωB97M-V/def2-TZVPD)
H -1.47 -1.21 0.05
C 0.15 -0.40 -0.79
H 0.53 -0.81 -1.74
N -0.56 -1.58 -0.21
H -0.26 1.77 1.48
H 0.29 1.83 -0.84
N 0.24 0.98 1.10
H 0.16 -1.06 0.42
C 0.15 0.87 -0.37
H 1.20 1.03 1.39
```

Energy ordering: Q) at the bottom, the next structure 38.6 kJ/mol above.

P) Computed, not measured: a single C4H5Cl2P molecule, with ωB97M-V/def2-TZVPD.

Its HOMO energy is -0.333 hartree. The SMILES is ClC1=CCP(Cl)C1.

The geometry in XYZ format:
```
12
C4H5Cl2P (ωB97M-V/def2-TZVPD)
H -1.09 1.05 -1.88
Cl 2.06 -1.71 -0.56
H -0.68 -1.72 1.51
H 0.80 2.00 0.17
H 1.63 1.23 -1.21
P 1.50 -0.30 0.71
C -0.28 -0.78 1.00
Cl -2.58 -1.17 -0.12
C -1.13 -0.33 -0.06
C 0.93 1.08 -0.39
H -0.47 0.07 1.74
C -0.69 0.59 -0.90
```

Q) Computed, not measured: a single C4H5Cl2P molecule, with ωB97M-V/def2-TZVPD.

Its HOMO energy is -0.361 hartree. The SMILES is P#CC[C@H](Cl)CCl.

The geometry in XYZ format:
```
12
C4H5Cl2P (ωB97M-V/def2-TZVPD)
Cl -2.65 -1.08 -0.95
H 1.32 0.03 1.59
H -1.03 -0.22 1.17
C -0.34 -0.65 0.43
C -0.96 -0.53 -0.96
H -0.41 -1.15 -1.68
H -0.95 0.51 -1.29
Cl -0.16 -2.38 0.86
C 2.10 -0.53 -0.24
H 0.88 1.10 0.25
P 3.39 -1.07 -0.92
C 1.02 0.05 0.54
```

R) Computed, not measured: a single C4H5Cl2P molecule, with ωB97M-V/def2-TZVPD.

Its HOMO energy is -0.344 hartree. The SMILES is ClC#CCCPCl.

The geometry in XYZ format:
```
12
C4H5Cl2P (ωB97M-V/def2-TZVPD)
H -0.37 -1.66 0.44
H 0.10 -0.34 -1.67
Cl -2.57 1.56 0.69
H -0.19 -0.20 1.33
C 0.24 0.14 -0.74
P -2.42 -0.53 0.53
C -0.59 -0.56 0.43
Cl 4.22 0.72 0.62
C 2.62 0.33 0.22
H -2.49 -0.75 -0.78
C 1.51 0.17 -0.22
H -0.07 1.13 -0.86
```

Energy ordering: P) at the bottom, the next structure 28.1 kJ/mol above.

P) Computed, not measured: 2 unconnected molecules or ions with the total composition C4H4OSe, with ωB97M-V/def2-TZVPD.

Its HOMO energy (spin up / spin down) is -0.332 / -0.333 hartree.

The geometry in XYZ format:
```
10
C4H4OSe (ωB97M-V/def2-TZVPD)
C -0.69 -0.52 0.80
H -1.34 -0.22 1.69
C -0.13 -1.70 0.47
Se -0.01 4.41 -0.31
H 1.63 -1.95 -0.98
H -0.82 3.70 -1.32
O -0.13 0.50 0.08
C 0.88 -0.06 -0.63
H -0.40 -2.78 0.64
C 1.01 -1.39 -0.43
```

Q) Computed, not measured: a single C4H4OSe molecule, with ωB97M-V/def2-TZVPD.

Its HOMO energy is -0.295 hartree.

The geometry in XYZ format:
```
10
C4H4OSe (ωB97M-V/def2-TZVPD)
H 3.11 -0.37 1.13
O 0.06 -1.67 0.13
H -2.18 0.44 -0.80
C -1.17 0.27 -0.47
C 0.99 0.64 0.46
C -1.03 -1.14 -0.09
Se 2.59 0.24 -0.09
C -0.15 1.10 -0.16
H -0.26 2.13 -0.15
H -1.97 -1.62 0.04
```

Energy ordering: Q) at the bottom, the next structure 117.9 kJ/mol above.